248
Properties=species:S:1:pos:R:3:forces:R:3:lowdin_charge:R:1 method="wB97M-V/def2-TZVPD" smiles=CC1(C)CCCC(C)(C)N1O.CC1(C)CCCC(C)(C)N1O.CC1(C)CCCC(C)(C)N1O.CC1(C)CCCC(C)(C)N1O.CC1(C)CCCC(C)(C)N1O.CC1(C)CCCC(C)(C)N1O.COC[C@H](C)N.COC[C@H](C)N.COC[C@H](C)N.COC[C@H](C)N orbital_gap_ev=8.5623 energy_ev=-110517.2894 multiplicity=1 de_lowest_ev=3.2724 homo_ev=-8.23
H 5.297375 -33.774365 -9.361130 -0.2 -1.1 0.1 0.080
H -0.728000 -27.037952 -4.206350 -0.5 0.5 0.6 0.081
H 1.596396 -21.463560 0.069839 -0.2 0.2 0.3 0.071
H -4.027224 -29.121559 -2.423376 -0.2 -0.1 0.2 0.081
C 3.698765 -26.347955 -8.584497 0.7 0.9 1.2 -0.019
H -1.930433 -25.121957 -10.217347 -0.2 -0.2 0.0 0.076
H 2.329396 -30.497063 -3.934324 0.3 0.1 -0.2 0.049
H 6.098726 -30.831150 -7.699777 -1.3 -0.5 0.3 0.049
H -1.743031 -22.622307 -10.010200 0.0 -0.1 -0.3 0.073
H 3.127781 -22.721930 -6.349278 0.1 -0.1 0.0 0.097
H -1.328387 -26.754191 -2.487131 0.3 -0.1 -0.3 0.070
H 0.463163 -28.702412 -13.325666 -0.2 0.0 0.0 0.128
H 1.269522 -26.405996 -11.531041 -0.3 1.4 0.4 0.041
H 3.198901 -30.285334 -10.566536 0.2 -0.6 0.1 0.086
H 4.783569 -31.600338 -0.595312 1.2 0.1 0.8 0.070
H -1.743001 -24.089436 -3.147196 0.3 0.5 0.7 0.066
C -3.541955 -28.153992 -2.418261 0.4 1.1 -0.4 -0.022
H 9.159438 -24.166709 -11.860855 -0.2 -0.1 0.2 0.114
O -0.000087 -27.720837 0.201517 0.4 0.8 -0.4 -0.194
H 1.709951 -25.771145 -4.539220 -1.6 -0.8 0.3 0.088
C 5.618473 -30.834259 -11.987044 0.8 -1.0 -0.5 -0.159
H 4.646315 -32.227248 -6.313375 0.8 -0.1 -0.8 0.052
H 5.563573 -29.868358 -1.906738 -0.1 0.1 0.3 0.123
H 4.032902 -28.940399 -2.068478 0.2 -0.1 -0.1 0.114
H 4.854412 -22.913079 -14.087068 0.2 0.2 0.0 0.083
N 2.811922 -23.559464 -10.756589 -1.1 -0.5 -0.2 0.059
H 3.015245 -25.455856 -0.864683 1.1 -0.5 0.5 0.073
N 6.923631 -24.018147 -3.646107 -1.1 -0.8 -0.5 0.049
C 0.968427 -25.924764 -0.996259 0.7 1.3 -1.0 -0.416
O -0.724054 -22.698066 -0.294373 -0.6 1.4 0.1 -0.076
H 1.080910 -23.084991 -5.084030 0.4 -0.1 0.1 0.083
H 3.407371 -30.438420 -0.396159 -0.2 -0.2 0.9 0.072
H 8.453386 -26.944302 -7.052993 0.2 -0.4 0.4 0.088
C 6.721500 -30.374331 -8.425395 0.7 0.2 -0.5 -0.030
C 6.934418 -23.239500 -10.506953 -0.7 -0.3 -0.5 -0.468
H -3.996295 -30.380910 -6.462250 -0.2 -0.3 0.2 0.077
H 3.685596 -32.243911 -12.288165 -0.7 -0.4 -0.2 0.091
H -2.468405 -26.855263 -10.065201 1.0 0.7 0.0 0.107
H 1.685300 -31.652152 -2.786266 0.5 -0.2 -0.1 0.086
H -0.635333 -28.227246 -11.252945 -1.0 0.2 -0.1 0.127
C -3.441111 -29.573665 -6.912599 -0.3 0.4 -1.8 -0.051
H 0.925705 -21.089907 -3.377588 -0.4 0.7 -0.1 0.112
H 0.025912 -25.438596 0.741298 0.3 0.0 0.3 0.093
H -0.062831 -30.622353 -4.076896 0.5 -0.3 0.4 0.088
H -0.348598 -23.578493 -0.307249 1.0 -0.5 -0.3 0.021
C 1.131603 -27.347966 -0.591473 -1.1 -1.0 0.0 -0.209
H -0.801781 -20.371982 0.457641 0.6 0.4 -0.4 0.092
H 6.161795 -25.017286 -6.841173 1.1 -0.1 0.5 0.100
H -1.027680 -19.763421 -4.532172 0.3 0.3 -1.2 0.081
C 1.595649 -21.136020 -0.967186 -1.0 -0.3 0.7 -0.039
H 4.786612 -24.619435 -13.760798 -0.6 -0.7 0.6 0.061
H 1.802791 -27.964361 -11.373355 0.1 -0.7 0.0 0.045
H 2.089083 -21.968233 -1.456003 -0.2 0.0 -0.7 0.062
H 3.868819 -27.066744 -4.473992 -0.7 -0.1 0.3 0.093
H 2.402395 -28.162042 -5.932337 -1.0 -0.5 -0.2 0.097
C -1.701141 -27.827279 -6.547995 -1.0 0.4 -0.7 -0.016
C 3.552933 -26.509256 -5.358189 -0.4 0.2 -0.2 -0.139
C 5.438399 -23.823503 -14.035299 0.7 -1.0 -0.8 -0.044
C -2.006472 -21.365663 -3.532485 2.0 -0.6 1.2 -0.092
C 6.661122 -23.718143 -13.125867 -0.2 1.1 0.0 -0.481
H -2.189424 -26.040449 -3.786479 -0.1 0.2 -0.4 0.055
H 7.463713 -21.067793 -10.456781 -0.5 -0.2 -0.3 0.079
H 6.191741 -22.195577 -6.378888 -0.2 -0.4 -0.7 0.044
H 4.511410 -26.081606 -5.569199 0.6 0.5 -0.9 0.067
C 2.559385 -26.822941 -7.724015 -1.9 0.3 0.9 -0.492
C 6.416480 -23.944115 -5.019188 -1.1 -0.1 0.9 -0.426
H 0.945670 -19.363431 -2.893877 -0.2 0.1 0.0 0.115
H 6.792829 -30.740103 -3.793734 0.1 -0.1 -0.2 0.122
C 2.528090 -25.397771 -5.080942 1.8 0.0 0.3 -0.141
N -3.268306 -28.614742 -4.736262 2.2 -0.6 1.0 -0.090
C -2.470878 -28.977091 -5.932204 1.1 -0.9 1.0 -0.525
C 7.558006 -22.699559 -13.902586 -0.1 0.6 1.5 -0.028
O 7.219406 -26.299701 -5.504240 -0.7 1.4 0.9 -0.224
C 5.083277 -32.047183 -4.251787 1.3 -0.2 -0.7 -0.484
H 0.509697 -23.176998 -6.756055 0.4 -0.3 0.4 0.096
H -4.004370 -21.934121 -1.488508 0.1 0.0 0.0 0.083
H 8.534136 -22.648682 -13.462049 0.8 -0.1 0.2 0.058
H 8.876316 -25.830968 -11.512137 0.9 -1.5 -0.1 0.092
C 3.054222 -27.485888 -6.442436 2.5 0.5 0.0 -0.120
H -1.559678 -20.981880 -9.524966 0.3 0.3 -0.2 0.088
C -1.551021 -21.620717 -10.419401 1.2 -0.5 1.0 -0.088
C 3.818115 -31.079099 -2.330942 -0.4 0.4 0.4 -0.511
O 5.456813 -32.954293 -8.916641 0.5 1.3 -0.4 -0.030
H 1.617490 -24.901681 0.694174 -0.2 -0.2 0.0 0.098
C 6.146882 -33.157195 -4.470939 0.1 1.2 0.6 -0.028
H 0.162732 -25.716060 -1.762520 0.6 -0.6 1.1 0.133
H 1.743407 -24.604736 -8.898458 1.0 0.7 -0.9 0.002
C 8.274891 -32.306283 -9.066330 -1.6 1.8 0.4 -0.015
C 2.394925 -30.818739 -2.903886 -0.6 -0.2 1.1 -0.028
C -1.605594 -26.914148 -3.534965 -0.1 -0.8 -0.3 -0.020
C -0.635430 -29.742520 -4.301184 0.9 1.0 0.6 -0.212
H -2.120887 -30.921560 -5.202027 0.3 -0.5 -0.2 0.122
H 6.715913 -32.803901 -5.323450 0.4 -0.2 -0.2 0.065
H -3.024662 -21.122399 -3.731683 -0.8 0.5 -0.2 0.099
H -4.181773 -28.809848 -7.298601 0.9 -0.8 0.5 0.104
C 0.736387 -22.238484 -10.410389 0.2 0.9 -1.3 -0.191
C 5.923653 -23.091912 -9.370222 -0.2 -1.1 1.2 -0.059
H 8.347775 -33.022051 -9.825383 0.4 -1.2 -1.0 0.065
C 7.922901 -22.053276 -10.333998 -0.7 0.1 0.5 -0.021
C -1.506708 -29.339352 -3.137774 0.1 -1.2 -0.3 -0.152
H 0.316162 -23.077433 -9.908360 -0.1 -1.1 0.3 0.088
H 7.007560 -29.282683 -12.445430 0.4 -0.4 0.3 0.118
H -2.940942 -21.633453 -0.194993 0.6 -0.2 0.8 0.067
H -4.273743 -27.370958 -2.689267 0.2 -0.5 0.2 0.083
H -0.348141 -29.787569 -0.073205 -0.4 0.0 -0.6 0.076
O 5.473774 -22.007073 -11.870838 0.2 0.5 -0.9 -0.075
H 0.095518 -28.919287 -4.524217 -0.5 -0.7 0.0 0.115
H 9.187771 -31.757148 -8.947508 0.6 0.1 0.4 0.080
C 4.976261 -31.632555 -10.865491 1.6 2.5 2.3 -0.541
H 2.928883 -24.692416 -4.375681 0.6 0.5 0.4 0.108
H -1.412111 -19.306083 -0.787347 0.4 -0.5 -0.3 0.067
H -2.154144 -24.110769 -1.392225 -0.3 -0.3 -0.2 0.084
H 7.537742 -30.049813 -7.783120 0.6 0.3 -0.5 0.082
H -1.705550 -22.051270 -4.330975 0.2 0.1 0.0 0.102
C -1.463242 -30.094094 -5.468620 -0.7 0.5 -2.0 -0.131
H 4.473627 -25.947328 -7.877306 -0.3 -0.2 -1.0 0.073
C 6.963109 -24.968188 -6.034643 0.3 -0.5 -0.8 -0.177
O 3.744878 -33.463200 -2.726570 3.0 1.5 0.9 -0.004
H 7.748008 -23.481470 -3.494890 0.7 0.1 0.0 0.056
C 0.904846 -23.778466 -5.907036 -1.3 1.0 -0.8 -0.040
C -1.065808 -20.100838 -3.528920 -0.6 -0.1 0.9 -0.151
H 0.210606 -19.044468 -0.293009 0.5 0.2 0.5 0.073
H -3.151190 -27.885117 -1.427196 0.1 -0.3 -0.2 0.085
H 8.251796 -24.668635 -9.562522 0.2 0.3 0.0 0.119
H 6.813359 -33.223305 -3.566475 -0.8 -0.2 -0.9 0.109
N 6.055537 -32.250286 -10.044933 0.8 1.1 0.1 -0.053
H 3.782178 -31.124286 -9.083051 -0.1 0.0 0.2 0.077
H -0.530946 -29.076055 1.535872 -0.1 -0.4 0.3 0.091
C 1.532472 -27.239450 -12.128086 0.0 -0.8 -0.7 -0.060
C 6.550670 -22.462457 -5.399579 0.0 -0.4 -0.6 -0.059
C 7.440922 -25.034816 -12.875737 -0.1 0.6 -0.4 -0.111
C 4.083199 -30.638775 -10.002388 0.0 -0.2 -1.2 -0.008
C 7.173342 -31.318246 -9.532558 -0.9 -1.8 0.1 -0.484
C 4.192374 -32.687265 -11.444319 -0.1 -2.7 -1.5 -0.061
H 6.876709 -25.420314 -10.181841 -0.2 0.2 -0.6 0.120
N 6.107098 -23.275507 -11.800952 1.0 0.8 1.2 -0.063
H 5.277865 -24.030472 -9.321327 0.6 1.3 0.0 0.082
C -2.347056 -23.611015 -2.342733 0.1 -1.4 -1.3 -0.052
H 0.533175 -24.009971 -12.331925 -0.1 -0.7 0.0 0.061
H 5.322038 -24.187760 -4.981228 0.8 0.3 0.3 0.108
C 5.905463 -30.680114 -4.429481 -1.4 -1.1 1.4 -0.115
H -0.931277 -29.193772 -2.232643 0.2 0.9 0.2 0.098
H -2.878993 -29.979897 -7.794852 -0.5 0.3 0.7 0.100
H 5.679549 -34.076165 -4.754694 -0.1 -0.8 0.2 0.070
H 6.084297 -29.014345 -11.030540 0.4 -0.2 0.2 0.098
H 7.194766 -21.653331 -13.818739 -0.2 -0.6 -0.3 0.086
H 7.557721 -28.256033 -5.990802 0.2 1.4 -1.0 0.103
H 4.092916 -29.451946 -4.590860 1.6 -0.1 1.0 0.111
H 5.576789 -28.593966 -4.085934 0.0 0.2 0.2 0.096
C 1.846993 -22.604110 -11.402587 0.1 -1.7 -0.2 -0.358
C 7.544117 -27.234863 -6.500112 -1.1 -0.2 -0.2 -0.120
H 4.614074 -29.716897 -9.786461 0.1 -0.1 0.2 0.036
C -3.032428 -21.482169 -1.242927 -1.4 -0.3 -1.2 -0.038
N 1.637160 -25.703433 -7.266024 -0.7 0.9 -0.9 -0.008
H 2.435075 -27.006298 -12.716568 -0.5 -0.1 0.0 0.083
H -3.662260 -26.802236 -5.041239 0.6 1.4 -0.2 0.056
C 4.638473 -29.757457 -2.477365 0.2 -0.9 -0.8 -0.119
H 1.195675 -27.396720 -9.335981 -0.3 0.1 0.0 0.043
C 1.683615 -27.840602 -8.478758 0.6 -1.2 0.5 -0.013
H 4.188522 -24.052839 -6.736197 0.4 -0.3 -0.1 0.038
H 5.812476 -24.118513 -15.032463 -0.3 0.4 0.2 0.092
H 0.123709 -25.870756 -13.750810 -0.3 0.4 -0.4 0.048
C 1.273352 -23.300496 -12.659883 1.4 0.3 0.4 -0.035
H 5.935361 -21.815967 -4.757050 0.7 -0.4 0.3 0.091
H 1.086253 -28.030694 -1.448084 0.6 0.1 -0.3 0.111
H 4.088654 -27.138986 -9.192231 0.5 -0.6 -0.2 0.074
C 0.312024 -27.674348 -12.984794 0.3 1.0 0.2 -0.386
H 7.888974 -32.746437 -8.160073 0.4 -0.3 0.4 0.074
H -1.559610 -19.257696 -3.008217 0.1 -0.5 0.0 0.103
C 2.088542 -24.602348 -6.278807 0.6 -1.7 -1.8 -0.482
H 6.264251 -29.540403 -8.956223 -0.1 0.3 0.9 0.061
C 4.090691 -32.118515 -5.411570 -0.6 0.3 -0.3 -0.032
O 1.044559 -25.067222 -8.458049 -0.4 -1.2 1.9 -0.064
H 1.887223 -30.051308 -2.282670 0.5 -0.1 -0.3 0.073
C 6.632090 -29.816157 -11.557786 -0.8 1.2 0.3 -0.181
H 6.128546 -21.332636 -12.186196 -0.5 -0.8 0.4 0.097
H -2.123265 -30.174858 -2.835979 -0.4 -0.6 -0.2 0.122
H 3.046934 -33.404820 -3.338897 -1.6 0.4 -1.5 0.036
C 0.128732 -20.826485 -1.466865 1.0 -0.4 0.1 -0.482
O -1.296336 -26.314207 -11.723828 0.0 0.7 0.8 -0.193
H 7.953681 -25.299341 -13.820898 -0.1 0.0 0.5 0.131
H -3.349659 -23.876380 -2.738153 0.1 0.8 0.7 0.098
H 2.450731 -21.752555 -11.654788 -0.2 0.8 -0.4 0.122
C -0.990623 -27.602758 -12.111239 2.5 -1.8 0.1 -0.237
H 8.275867 -31.162567 -11.358744 -0.1 0.2 0.2 0.128
C -0.497321 -19.836484 -0.466593 -1.0 -0.3 0.0 -0.036
C 3.782455 -31.359529 -0.821983 -1.4 -0.5 -1.4 -0.028
H 3.946326 -28.057593 -6.787265 -0.5 -0.2 0.4 0.126
H 3.217100 -32.294153 -0.637567 -0.1 0.9 0.2 0.093
H 8.409035 -29.795444 -10.218649 -0.4 -0.2 -0.6 0.135
H -3.202156 -20.429509 -1.457034 0.4 0.2 0.1 0.071
H 0.978828 -28.316541 -7.768133 0.0 0.5 -0.6 0.072
H 7.015249 -24.985213 -3.371743 0.4 0.0 0.2 0.067
H -0.620230 -27.777794 -6.454096 0.0 -0.1 0.3 0.062
C -2.428156 -28.221054 -3.512823 -2.0 0.6 0.9 -0.465
C 8.382537 -24.923524 -11.677492 -0.3 1.0 -1.0 -0.186
H 2.116244 -27.435312 -0.063173 -0.8 -0.3 0.0 0.145
H 4.808483 -33.580912 -11.805158 -0.5 1.4 0.2 0.128
H 6.118668 -31.481248 -12.713226 0.1 -0.6 0.3 0.130
H 2.199570 -24.470307 -1.925082 -0.1 0.5 -0.8 0.068
H 7.661292 -22.964395 -14.945128 -0.1 -0.1 -0.2 0.080
C 0.037941 -29.049505 0.618696 0.4 0.0 0.5 -0.112
H 3.456098 -32.987892 -5.452235 -0.3 -0.6 0.5 0.081
H 2.303902 -28.710823 -8.848534 -0.3 1.0 0.3 0.085
H 5.315750 -22.170258 -9.450267 0.3 -0.6 0.0 0.090
H 2.222639 -20.245865 -1.037418 -0.1 0.0 -0.1 0.079
H 6.756532 -25.826753 -12.610716 -0.5 -0.3 -0.2 0.110
H -2.364303 -21.335021 -11.037769 -0.5 0.3 -0.8 0.073
O -0.312312 -21.593784 -11.141711 -0.6 0.1 0.7 -0.180
N 0.766601 -25.056655 0.161593 -0.7 0.1 -0.3 0.055
H 8.266353 -21.960180 -9.282892 0.2 -0.6 -0.6 0.094
C -1.606282 -26.161830 -10.321432 -1.5 -0.1 -0.9 -0.065
C 3.185337 -23.690364 -6.862847 -0.8 0.6 0.4 -0.004
H 3.438475 -31.266850 -5.628351 0.2 0.1 0.6 0.074
H -0.744292 -30.322366 -6.320412 -1.3 -0.1 0.7 0.145
H 6.493875 -23.038710 -8.392062 -0.6 -0.1 -1.0 0.076
H 0.085204 -24.408129 -5.613239 -0.4 -0.5 0.2 0.075
H 2.980757 -23.458648 -7.910458 0.1 -0.2 0.0 0.066
H -0.762519 -26.255306 -9.656751 0.5 -0.5 0.1 0.049
C -1.994270 -22.161083 -2.167092 -0.1 2.1 -0.3 -0.502
O -4.162876 -27.600475 -5.041151 -1.1 -0.6 -0.1 -0.016
H -1.777103 -28.099711 -12.677158 -0.5 0.0 0.2 0.118
H 8.723738 -22.079115 -11.031273 1.0 -0.2 -0.4 0.056
H 3.255456 -24.190269 -11.451443 -0.2 1.0 0.7 0.078
H 3.502369 -23.023916 -10.263406 0.6 -0.1 -0.1 0.023
C 5.051010 -29.533844 -3.928524 -1.7 0.6 -1.5 -0.197
H 7.619879 -22.230895 -5.431145 -0.1 0.4 0.4 0.083
C 7.688484 -30.501441 -10.700046 1.0 0.3 -0.3 -0.139
H -0.573414 -27.034424 -14.671330 -1.2 0.0 -0.8 0.047
N -0.624031 -22.125709 -1.611293 0.9 -0.3 0.4 -0.055
H -1.979154 -27.864174 -7.594576 0.5 0.3 -0.5 0.071
H 2.140909 -23.761715 -13.188181 -0.8 0.0 0.2 0.081
H 3.364867 -25.576093 -9.262550 0.1 0.3 -0.2 0.052
H 1.167879 -21.584235 -9.660708 -0.1 0.4 0.4 0.123
H 7.935799 -24.682890 -6.466844 -0.3 0.5 -0.2 0.125
H 3.542605 -33.111707 -10.722299 -1.2 -0.3 0.5 0.074
N 0.233046 -26.786859 -14.163766 1.4 -0.4 1.3 0.047
C 0.344747 -20.270552 -2.890955 -1.6 -1.7 -0.1 -0.127
C 2.295988 -25.502982 -1.648458 -1.5 0.5 0.8 -0.040
C 7.600494 -24.634901 -10.441441 0.0 1.1 1.3 -0.148
H 1.071655 -29.320153 0.793102 0.3 -0.3 0.4 0.078
H 4.807144 -30.486142 -12.578043 -0.8 1.1 -0.4 0.109
H 6.732377 -27.149928 -7.256443 0.3 -0.7 0.1 0.076
H 6.197260 -30.613427 -5.480680 -0.1 0.1 0.2 0.093
N 4.574658 -32.208094 -2.884165 -1.0 -0.4 -0.3 -0.038
H -2.160293 -26.915421 -6.187583 0.4 0.6 0.0 0.073
H 0.784807 -22.639693 -13.351070 -0.2 0.5 -0.1 0.072
H 2.548315 -26.157556 -2.452351 0.5 -0.2 -0.5 0.058